Formula: C3H3F2IO
Source: OMol25
Level of theory: ωB97M-V/def2-TZVPD

Summary:
- molecular weight (Da) = 219.956
- total energy (Ha) = -688.57276
- LUMO (eV) = -0.161
- ΔE to the lowest compared entry with this formula, charge and spin (kcal per mole) = 103.68
- HOMO-LUMO gap (eV) = 8.669

Atoms and positions in Å:
C  0.3855  -0.1593  -0.2764
C  2.3755  -1.6583  -0.0232
C  -1.9387  0.4496  0.1446
O  -0.8824  -0.4078  -0.1457
F  2.7180  -0.8316  0.9572
F  3.0093  -1.0976  -1.0183
I  1.0303  1.8035  0.0392
H  -1.8494  0.8486  1.0714
H  -2.8212  -0.1424  -0.1952
H  -2.0271  1.1954  -0.5537



Formula: C3H7N3O
Source: OMol25
Level of theory: ωB97M-V/def2-TZVPD

Summary:
- molecular weight (Da) = 101.109
- total energy (Ha) = -358.01141
- LUMO (eV) = 0.839
- ΔE to the lowest compared entry with this formula, charge and spin (kcal per mole) = 24.13
- HOMO-LUMO gap (eV) = 9.208

Atoms and positions in Å:
C  -0.0711  -2.0339  0.2045
N  -0.5180  -0.7404  -0.2053
C  -0.3632  0.3914  0.3510
N  -0.5528  0.8438  1.6089
C  0.3506  1.4237  -0.5189
O  0.9196  2.3723  -0.0002
N  0.3745  1.0612  -1.8124
H  -0.4043  -2.4627  1.1572
H  1.0263  -1.9509  0.2319
H  -0.3205  -2.7221  -0.6041
H  -0.2712  1.7985  1.7828
H  -1.1128  0.3394  2.2745
H  -0.0246  0.1472  -1.9977
H  0.9676  1.5324  -2.4723



Formula: C45H33Cl3N6O4S5V
Source: OMol25
Level of theory: ωB97M-V/def2-TZVPD

Summary:
- molecular weight (Da) = 1039.435
- total energy (Ha) = -6679.86810
- LUMO (spin up / spin down) (eV) = 1.944 / 1.714
- charge = -1
- multiplicity = 3
- ΔE to the lowest compared entry with this formula, charge and spin (kcal per mole) = 0.00
- ⟨S²⟩ = 2.06
- HOMO-LUMO gap (spin up / spin down) (eV) = 6.015 / 5.865

Atoms and positions in Å:
V  0.1553  0.3872  0.0814
O  1.3962  0.3022  5.5125
C  2.4934  1.0425  5.2872
C  3.5262  0.9709  6.2255
C  4.6899  1.6953  6.0475
C  4.8450  2.5175  4.9356
C  3.8137  2.6036  4.0159
C  2.6367  1.8757  4.1629
C  1.5884  2.0205  3.0917
O  1.6702  2.9143  2.2451
N  0.5942  1.1243  3.2050
N  -0.2722  1.0351  2.1593
C  -1.5126  0.9889  2.4746
C  -2.5070  0.6285  1.4776
C  -3.8691  0.6872  1.7537
C  -4.7673  0.3292  0.7669
C  -4.2813  -0.0779  -0.4659
C  -2.9113  -0.1120  -0.6641
N  -2.0409  0.2215  0.2871
H  0.8208  0.4168  4.7031
H  3.3883  0.3257  7.0841
H  5.4829  1.6187  6.7825
H  5.7542  3.0879  4.7951
H  3.8860  3.2457  3.1470
H  -1.8256  1.2349  3.4860
H  -4.2012  1.0181  2.7284
H  -5.8329  0.3707  0.9536
H  -4.9459  -0.3605  -1.2699
H  -2.4712  -0.4069  -1.6092
O  0.5190  3.4643  -6.0882
C  0.3359  2.9363  -5.0165
S  0.2318  1.1901  -4.7833
C  0.0609  1.2016  -3.0349
C  -0.0062  2.4021  -2.4306
S  -0.2248  2.7148  -0.7283
S  0.1549  3.8047  -3.4906
S  0.0141  -0.3513  -2.2317
Cl  3.9986  4.8286  -6.4307
C  4.2997  3.3554  -5.5662
C  3.5195  3.0263  -4.4717
C  3.7815  1.8463  -3.7983
C  4.8062  0.9773  -4.1872
C  5.0880  -0.2977  -3.4248
C  5.3411  -0.1151  -1.9267
N  4.2574  0.4418  -1.1494
C  4.2733  1.6920  -0.5647
C  3.0391  1.8833  -0.0325
N  2.2740  0.7670  -0.2780
C  3.0355  -0.0840  -0.9358
O  4.1129  -1.3329  -3.5695
C  3.1403  -1.2504  -4.6060
C  3.7336  -1.7096  -5.9099
C  3.6294  -1.0874  -7.1171
Cl  2.7860  0.3580  -7.4848
S  4.4772  -1.9103  -8.3673
C  4.9960  -3.1197  -7.2684
C  4.5299  -2.8917  -6.0159
C  5.5363  1.3318  -5.3209
Cl  6.7854  0.2975  -5.9632
C  5.3034  2.5135  -6.0065
H  2.7050  3.6664  -4.1606
H  3.1382  1.5849  -2.9679
H  6.0381  -0.7035  -3.7832
H  6.1917  0.5545  -1.7972
H  5.6178  -1.0943  -1.5310
H  5.1449  2.3213  -0.6040
H  2.6295  2.7232  0.5005
H  2.7276  -1.0455  -1.3073
H  2.7174  -0.2528  -4.7067
H  2.3284  -1.9047  -4.2872
H  5.6159  -3.9328  -7.6094
H  4.7445  -3.5252  -5.1670
H  5.8872  2.7598  -6.8811
N  0.5810  -1.2975  0.7072
C  0.8894  -2.4127  1.1990
C  1.8082  -2.4853  2.3805
C  1.6306  -3.4230  3.3938
C  2.4593  -3.4181  4.5075
C  3.4794  -2.4847  4.6129
C  3.6595  -1.5431  3.6084
C  2.8222  -1.5374  2.5060
C  0.3764  -3.6771  0.5753
C  1.0722  -4.8806  0.6610
C  0.6026  -6.0144  0.0117
C  -0.5701  -5.9602  -0.7264
C  -1.2664  -4.7613  -0.8224
C  -0.7937  -3.6295  -0.1810
H  0.8296  -4.1486  3.3210
H  2.2982  -4.1391  5.2995
H  4.1182  -2.4724  5.4871
H  4.4326  -0.7899  3.7005
H  2.9254  -0.7791  1.7394
H  1.9948  -4.9268  1.2245
H  1.1592  -6.9410  0.0795
H  -0.9366  -6.8450  -1.2320
H  -2.1760  -4.7075  -1.4074
H  -1.3122  -2.6826  -0.2686



Formula: C56H41N4O8Pd
Source: OMol25
Level of theory: ωB97M-V/def2-TZVPD

Summary:
- molecular weight (Da) = 1004.384
- total energy (Ha) = -3107.47092
- LUMO (spin up / spin down) (eV) = 2.204 / 1.364
- charge = -1
- multiplicity = 3
- ΔE to the lowest compared entry with this formula, charge and spin (kcal per mole) = 3.30
- ⟨S²⟩ = 2.06
- HOMO-LUMO gap (spin up / spin down) (eV) = 4.730 / 5.490

Atoms and positions in Å:
Pd  -0.8121  0.1836  0.2091
C  4.3948  0.8285  8.4954
O  3.4222  1.7730  8.0886
C  2.7706  1.4990  6.9070
C  3.3879  0.8726  5.8303
C  2.6728  0.6606  4.6604
C  1.3500  1.0729  4.5342
C  0.7539  1.6984  5.6251
C  1.4509  1.9110  6.8053
C  0.6009  0.8267  3.2707
C  0.2220  1.8894  2.5020
C  0.4314  3.2832  2.8653
C  -0.1429  4.0358  1.9194
C  -0.6715  3.1396  0.9026
N  -0.4550  1.8419  1.3037
C  -1.2515  3.5529  -0.2610
C  -1.6427  2.6876  -1.3130
C  -2.0941  3.1178  -2.5779
C  -2.2553  1.9906  -3.3510
C  -1.9010  0.8899  -2.5455
C  -1.9878  -0.4663  -2.9480
C  -2.3501  -0.7240  -4.3689
C  -3.5625  -1.2914  -4.7261
C  -3.8970  -1.5295  -6.0580
C  -2.9986  -1.1814  -7.0564
O  -3.2234  -1.3665  -8.3946
C  -4.4606  -1.9320  -8.7653
C  -1.7771  -0.6032  -6.7190
C  -1.4638  -0.3800  -5.3931
C  -1.7851  -1.5299  -2.1119
N  -1.4335  -1.4741  -0.7852
C  -1.2956  -2.7693  -0.3430
C  -0.8568  -3.1822  0.8843
C  -0.8098  -4.6481  1.1566
C  0.4064  -5.3324  1.1825
C  0.4608  -6.6915  1.4269
C  -0.7141  -7.4023  1.6528
O  -0.5748  -8.7493  1.8636
C  -1.6909  -9.4354  2.3886
C  -1.9359  -6.7444  1.6306
C  -1.9685  -5.3732  1.3880
C  -0.3854  -2.3229  1.9087
C  0.1214  -2.7517  3.1509
C  0.5659  -1.6241  3.8099
C  0.3096  -0.5300  2.9599
N  -0.2960  -0.9608  1.8149
C  -1.6180  -3.6733  -1.4361
C  -1.8974  -2.9241  -2.5110
N  -1.5409  1.3239  -1.2953
C  -1.4339  5.0122  -0.4958
C  -2.6969  5.5840  -0.5212
C  -2.8797  6.9446  -0.7502
C  -1.7714  7.7547  -0.9631
O  -1.8382  9.1039  -1.1917
C  -3.1239  9.6752  -1.2837
C  -0.4961  7.1988  -0.9489
C  -0.3374  5.8440  -0.7223
H  4.6651  1.0847  9.5174
H  5.2946  0.8714  7.8769
H  3.9880  -0.1856  8.4629
H  4.4206  0.5586  5.8909
H  3.1519  0.1743  3.8193
H  -0.2805  2.0113  5.5489
H  0.9849  2.3921  7.6553
H  0.9560  3.6185  3.7444
H  -0.1928  5.1115  1.8779
H  -2.2529  4.1436  -2.8655
H  -2.5896  1.9331  -4.3734
H  -4.2675  -1.5539  -3.9464
H  -4.8536  -1.9740  -6.2914
H  -4.4579  -1.9866  -9.8512
H  -5.2984  -1.3100  -8.4367
H  -4.5800  -2.9388  -8.3541
H  -1.0874  -0.3407  -7.5105
H  -0.5135  0.0687  -5.1306
H  1.3203  -4.7788  1.0048
H  1.4035  -7.2228  1.4419
H  -1.3324  -10.4145  2.6974
H  -2.4737  -9.5642  1.6348
H  -2.1089  -8.9100  3.2513
H  -2.8605  -7.2794  1.7948
H  -2.9208  -4.8571  1.3708
H  0.1493  -3.7718  3.4965
H  1.0101  -1.5642  4.7894
H  -1.5895  -4.7487  -1.3683
H  -2.1438  -3.2598  -3.5047
H  -3.5619  4.9517  -0.3605
H  -3.8811  7.3499  -0.7543
H  -2.9756  10.7262  -1.5191
H  -3.6686  9.5910  -0.3385
H  -3.7124  9.2061  -2.0776
H  0.3562  7.8413  -1.1277
H  0.6553  5.4095  -0.7309
O  1.6998  1.8164  -0.8628
C  1.9905  0.6296  -0.7905
O  1.2126  -0.3582  -0.5195
C  3.4375  0.1954  -0.9690
C  4.3742  1.1440  -1.3529
C  5.7214  0.8158  -1.5331
C  6.0672  -0.4929  -1.3075
O  7.3157  -1.0687  -1.3891
C  7.1035  -2.4639  -1.1845
O  5.7687  -2.6541  -0.7376
C  5.1391  -1.4384  -0.9208
C  3.8160  -1.1349  -0.7414
H  4.0230  2.1551  -1.5073
H  6.4568  1.5506  -1.8304
H  7.7946  -2.8215  -0.4201
H  7.2521  -2.9948  -2.1315
H  3.0802  -1.8651  -0.4359



Formula: C4H11ClCrMnNO2
Source: OMol25
Level of theory: ωB97M-V/def2-TZVPD

Summary:
- molecular weight (Da) = 247.524
- total energy (Ha) = -3019.73444
- LUMO (spin up / spin down) (eV) = 2.532 / 2.848
- charge = -1
- multiplicity = 8
- ⟨S²⟩ = 16.11
- HOMO-LUMO gap (spin up / spin down) (eV) = 6.301 / 7.503

Atoms and positions in Å:
Cr  0.0538  -0.2803  -0.1593
Cl  -0.3748  -2.2391  -1.2018
C  1.6462  0.6370  -1.0673
H  2.2050  1.3484  -0.4143
H  1.3653  1.1737  -1.9988
H  2.3595  -0.1761  -1.3509
Mn  -2.2088  -0.9506  -1.3264
C  -3.5424  -1.7811  -0.3018
C  -2.6875  -1.0730  -3.1613
C  -1.7085  0.7118  -0.5981
H  -2.7376  -0.0461  -3.5625
H  -1.9004  -1.6433  -3.6898
H  -3.6620  -1.5756  -3.2819
H  -3.9184  -1.0325  0.4103
H  -4.3588  -2.1653  -0.9329
H  -3.0576  -2.6106  0.2412
H  -1.6934  1.4206  -1.4320
H  -2.5381  1.0965  0.0070
O  2.3250  -0.8666  3.2148
N  1.5100  -0.4953  2.3799
O  1.5174  -1.0047  1.2023